The following is a DFT calculation (ωB97M-V/def2-TZVPD) of an isolated molecule of C2H6N2OS at a distorted geometry.

Geometry as ORCA input:
```
! wB97M-V def2-TZVPD RIJCOSX def2/J DEFGRID3
* xyz 0 1
C -0.0989 1.5350 -0.1816
C 0.2694 0.0774 0.0467
H -0.1383 2.0857 0.7922
H 0.8399 1.9588 -0.6905
H -0.9149 1.6840 -0.8510
H -0.3065 -1.8564 0.3241
H -2.6457 -0.4757 1.0303
H 2.6306 -1.6810 -0.1011
N -0.6320 -0.9515 -0.0555
N 1.5532 -0.1449 0.1180
O 1.7304 -1.4882 -0.2613
S -2.2872 -0.7434 -0.1702
*
```

Calculated values
Gap between HOMO and LUMO (eV): 9.29
Energy relative to the best compared isomer or geometry (same formula, charge and spin) (kcal/mol): 68.6
DFT total energy (a.u.): -662.65748
Lowest unoccupied orbital energy (eV): 0.80

Now the Löwdin charges, all in e: number 1, C, carries -0.053; number 2, C, carries -0.486; number 3, H, carries 0.090; number 4, H, carries 0.100; number 5, H, carries 0.039; number 6, H, carries 0.103; number 7, H, carries -0.185; number 8, H, carries 0.064; number 9, N, carries -0.394; number 10, N, carries 0.015; number 11, O, carries -0.091; number 12, S, carries 0.798

The following is a DFT calculation (ωB97M-V/def2-TZVPD) of an isolated molecule of C2H6N2OS at a distorted geometry.

Geometry as ORCA input:
```
! wB97M-V def2-TZVPD RIJCOSX def2/J DEFGRID3
* xyz 0 1
C -1.1109 -0.8046 -0.7843
C 0.1221 -0.0722 -0.2655
H -0.8892 -1.6949 -1.3071
H -1.6695 -0.1080 -1.4278
H -1.6794 -1.0770 0.0715
H 1.4540 -1.6279 -0.1836
H 1.9180 0.6358 0.8387
H -0.6937 2.6393 1.7540
N 1.3670 -0.6248 -0.4255
N 0.1162 0.9960 0.4760
O 2.4014 -0.0476 0.2954
S -1.3360 1.7860 0.9582
*
```

Calculated values
Gap between HOMO and LUMO (eV): 9.15
Energy relative to the best compared isomer or geometry (same formula, charge and spin) (kcal/mol): 65.8
DFT total energy (a.u.): -662.66202
Lowest unoccupied orbital energy (eV): 0.88

Now the Löwdin charges, all in e: number 1, C, carries -0.024; number 2, C, carries -0.485; number 3, H, carries 0.060; number 4, H, carries 0.090; number 5, H, carries 0.065; number 6, H, carries 0.154; number 7, H, carries 0.079; number 8, H, carries -0.160; number 9, N, carries -0.056; number 10, N, carries -0.375; number 11, O, carries -0.061; number 12, S, carries 0.712

The following is a DFT calculation (ωB97M-V/def2-TZVPD) of an isolated molecule of C2H6N2OS at a distorted geometry.

Geometry as ORCA input:
```
! wB97M-V def2-TZVPD RIJCOSX def2/J DEFGRID3
* xyz 0 1
C -0.7221 -0.4161 1.3406
C -0.1557 -0.3630 -0.0469
H -0.9598 0.5897 1.7332
H -1.5932 -1.0551 1.3979
H -0.0455 -0.8066 2.0827
H 1.2882 0.4693 -1.2198
H 1.0279 2.9313 0.3168
H -0.5786 -1.5233 -2.8138
N 0.8003 0.6625 -0.3096
N -0.6330 -1.1648 -0.9520
O 0.0199 -1.0272 -2.2118
S 1.5518 1.7033 0.6827
*
```

Calculated values
Gap between HOMO and LUMO (eV): 9.61
Energy relative to the best compared isomer or geometry (same formula, charge and spin) (kcal/mol): 61.0
DFT total energy (a.u.): -662.66968
Lowest unoccupied orbital energy (eV): 0.84

Now the Löwdin charges, all in e: number 1, C, carries -0.062; number 2, C, carries -0.436; number 3, H, carries 0.073; number 4, H, carries 0.075; number 5, H, carries 0.070; number 6, H, carries 0.097; number 7, H, carries -0.124; number 8, H, carries 0.101; number 9, N, carries -0.453; number 10, N, carries 0.016; number 11, O, carries -0.104; number 12, S, carries 0.747

The following is a DFT calculation (ωB97M-V/def2-TZVPD) of a cluster of 2 separate species, C2H6N2OS in total at a distorted geometry.

Geometry as ORCA input:
```
! wB97M-V def2-TZVPD RIJCOSX def2/J DEFGRID3
* xyz 0 1
C -2.0312 -0.6661 -0.1353
C 2.2335 0.5611 -0.3108
N -0.8041 -0.8966 0.5300
N -0.3113 -1.1054 1.5651
O 0.2932 -1.2506 -1.0562
S 1.6956 -1.2376 -0.5007
H -2.0745 -1.4052 -0.9510
H -2.0367 0.3783 -0.5436
H -2.8929 -0.8672 0.6384
H 1.6970 1.1486 -1.0322
H 3.2327 0.3998 -0.6600
H 2.1855 1.0128 0.7235
*
```

Calculated values
Gap between HOMO and LUMO (spin up / spin down) (eV): 7.54 / 7.55
Energy relative to the best compared isomer or geometry (same formula, charge and spin) (kcal/mol): 100.6
DFT total energy (a.u.): -662.60664
Lowest unoccupied orbital energy (spin up / spin down) (eV): 0.21 / 0.22

Now the Löwdin charges, all in e: number 1, C, carries -0.064; number 2, C, carries -0.346; number 3, N, carries -0.247; number 4, N, carries 0.210; number 5, O, carries -0.681; number 6, S, carries 0.746; number 7, H, carries 0.091; number 8, H, carries 0.111; number 9, H, carries 0.128; number 10, H, carries 0.017; number 11, H, carries -0.011; number 12, H, carries 0.046

The following is a DFT calculation (ωB97M-V/def2-TZVPD) of a cluster of 2 separate species, C2H6N2OS in total at a distorted geometry.

Geometry as ORCA input:
```
! wB97M-V def2-TZVPD RIJCOSX def2/J DEFGRID3
* xyz 0 1
C -0.7337 -0.9035 -1.0832
C 1.4203 -0.1984 0.6339
N -1.2421 1.5503 -0.0913
N -0.7923 -0.3369 0.0808
O 0.1375 -0.5354 1.0158
S 0.2395 -2.2131 -1.3542
H -1.5872 -0.7929 -1.8885
H 2.1618 -0.5234 1.4786
H 1.4029 0.9416 0.6740
H 1.6536 -0.4380 -0.4121
H -2.0942 1.5736 0.3832
H -0.5661 1.8761 0.5629
*
```

Calculated values
Gap between HOMO and LUMO (eV): 7.48
Energy relative to the best compared isomer or geometry (same formula, charge and spin) (kcal/mol): 145.2
DFT total energy (a.u.): -662.53550
Lowest unoccupied orbital energy (eV): -1.03

Now the Löwdin charges, all in e: number 1, C, carries -0.711; number 2, C, carries -0.151; number 3, N, carries 0.171; number 4, N, carries -0.131; number 5, O, carries -0.187; number 6, S, carries 0.643; number 7, H, carries 0.109; number 8, H, carries 0.139; number 9, H, carries 0.089; number 10, H, carries 0.031; number 11, H, carries -0.001; number 12, H, carries -0.001

The following is a DFT calculation (ωB97M-V/def2-TZVPD) of an isolated molecule of C2H6N2OS at a distorted geometry.

Geometry as ORCA input:
```
! wB97M-V def2-TZVPD RIJCOSX def2/J DEFGRID3
* xyz 0 3
C 1.4438 0.5875 0.4114
C -0.0345 0.5919 0.7363
N -0.6381 -1.7061 -0.1615
N -0.8516 -0.2102 -0.2290
O -1.2761 -2.2823 -1.0460
S -1.7271 0.4485 -1.5440
H 1.5241 -0.4940 0.3546
H 1.6353 1.2668 -0.4668
H 2.1289 1.0396 1.1938
H -0.4568 1.6085 0.8698
H -0.0549 0.0940 1.6407
H -1.6930 -0.9442 -1.7594
*
```

Calculated values
Gap between HOMO and LUMO (spin up / spin down) (eV): 7.39 / 7.17
Energy relative to the best compared isomer or geometry (same formula, charge and spin) (kcal/mol): 25.6
DFT total energy (a.u.): -662.52790
Lowest unoccupied orbital energy (spin up / spin down) (eV): 0.52 / -2.14

Now the Löwdin charges, all in e: number 1, C, carries -0.098; number 2, C, carries -0.291; number 3, N, carries -0.154; number 4, N, carries -0.475; number 5, O, carries -0.195; number 6, S, carries 0.859; number 7, H, carries 0.063; number 8, H, carries 0.088; number 9, H, carries 0.097; number 10, H, carries 0.117; number 11, H, carries 0.079; number 12, H, carries -0.089